# 1
DFT (wB97M-V/def2-TZVPD) results for a cluster of 8 separate species, C35H83BBrINO11 in total at a distorted geometry.

Element x y z (Å)
C 0.231 -1.133 2.053
C -1.035 -0.696 1.337
C -1.645 0.671 1.750
I -0.273 1.933 2.837
C -2.307 1.382 0.583
N -1.544 1.819 -0.591
C -0.470 2.833 -0.613
C -0.343 3.546 -1.962
C 0.040 5.031 -1.732
O 0.936 5.501 -2.695
C 2.303 5.424 -2.326
C -1.940 1.216 -1.638
C -2.973 0.210 -1.366
C -3.926 -0.161 -2.482
C -3.540 -1.432 -3.216
C -3.241 -2.601 -2.304
Br -5.094 -1.922 -4.327
C -3.558 0.674 -0.012
O -3.956 -0.396 0.798
B -4.727 1.772 -0.100
O -4.927 2.424 -1.272
O -5.510 2.034 0.999
H 0.423 -2.166 1.790
H 1.076 -0.569 1.685
H 0.135 -1.087 3.129
H -0.849 -0.722 0.266
H -1.815 -1.422 1.527
H -2.424 0.449 2.456
H -2.691 2.304 1.038
H -0.615 3.520 0.205
H 0.460 2.320 -0.403
H 0.481 3.106 -2.507
H -1.263 3.532 -2.532
H 0.401 5.194 -0.720
H -0.870 5.617 -1.839
H 2.832 6.264 -2.757
H 2.460 5.458 -1.252
H 2.732 4.505 -2.718
H -1.578 1.378 -2.636
H -2.368 -0.649 -1.061
H -3.944 0.655 -3.197
H -4.948 -0.243 -2.138
H -2.732 -1.257 -3.908
H -3.329 -3.547 -2.811
H -3.847 -2.563 -1.406
H -2.204 -2.521 -1.981
H -4.684 -0.870 0.370
H -5.258 3.322 -1.103
H -5.010 2.478 1.704
C 5.322 0.989 0.633
C 4.272 1.309 -0.415
C 4.855 1.270 -1.820
O 3.694 2.597 -0.165
H 6.130 1.725 0.607
H 4.888 1.024 1.633
H 5.750 0.002 0.475
H 3.453 0.589 -0.338
H 5.646 2.017 -1.925
H 4.088 1.501 -2.563
H 5.274 0.290 -2.047
H 4.397 3.256 -0.228
C -7.614 -2.036 2.251
C -7.667 -2.506 0.805
C -8.585 -3.705 0.641
O -6.348 -2.835 0.348
H -7.224 -2.828 2.896
H -6.948 -1.177 2.352
H -8.603 -1.753 2.611
H -8.014 -1.691 0.169
H -8.224 -4.547 1.239
H -8.609 -4.030 -0.399
H -9.601 -3.470 0.956
H -6.018 -3.558 0.895
C 4.985 -2.172 2.514
C 6.446 -2.300 2.917
C 6.590 -2.918 4.300
O 7.073 -1.016 2.890
H 4.451 -1.518 3.210
H 4.900 -1.729 1.523
H 4.484 -3.141 2.502
H 6.975 -2.914 2.187
H 6.103 -2.291 5.051
H 7.642 -2.999 4.574
H 6.143 -3.913 4.338
H 6.621 -0.457 3.533
C -2.754 -8.206 -3.898
C -3.003 -7.143 -2.841
C -4.471 -6.747 -2.785
O -2.196 -5.991 -3.103
H -3.022 -7.831 -4.889
H -1.698 -8.477 -3.927
H -3.338 -9.106 -3.700
H -2.689 -7.516 -1.866
H -4.791 -6.326 -3.742
H -4.634 -5.982 -2.024
H -5.105 -7.604 -2.556
H -2.455 -5.645 -3.965
C 4.817 9.113 -3.606
C 5.983 8.264 -4.088
C 5.996 8.146 -5.604
O 5.920 6.964 -3.496
H 3.866 8.659 -3.901
H 4.820 9.186 -2.518
H 4.861 10.120 -4.022
H 6.920 8.704 -3.748
H 5.081 7.664 -5.958
H 6.836 7.534 -5.933
H 6.074 9.126 -6.077
H 5.099 6.550 -3.786
C -1.264 0.803 7.630
C 0.170 1.096 8.045
C 0.374 2.576 8.331
O 1.072 0.663 7.026
H -1.513 1.345 6.711
H -1.393 -0.261 7.427
H -1.971 1.098 8.406
H 0.418 0.515 8.934
H 0.173 3.169 7.434
H 1.406 2.769 8.624
H -0.285 2.921 9.128
H 0.873 1.164 6.228
C 3.248 -4.015 -1.821
C 2.390 -3.941 -0.569
C 0.956 -4.363 -0.850
O 2.414 -2.613 -0.036
H 2.861 -3.340 -2.591
H 4.271 -3.707 -1.603
H 3.268 -5.026 -2.229
H 2.815 -4.583 0.203
H 0.500 -3.698 -1.591
H 0.353 -4.302 0.058
H 0.907 -5.383 -1.230
H 2.044 -2.026 -0.705

Results
Spin multiplicity: 1
HOMO level: -11.53 eV
Energy relative to the best compared isomer or geometry (same formula, charge and spin): 117.7 kJ/mol
Orbital gap: 8.00 eV
Net charge: +1

Mulliken atomic charge list, values in e, 8 entries: number 1, C, carries -1.99; number 2, C, carries 0.70; number 3, C, carries -1.02; number 4, I, carries 0.06; number 5, C, carries -1.52; number 6, N, carries 0.66; number 7, C, carries -1.00; number 8, C, carries -0.58


# 2
DFT (wB97M-V/def2-TZVPD) results for a structure of composition C21H17INO2RuS4 at a distorted geometry.

Element x y z (Å)
Ru 7.821 8.459 11.740
I 5.501 9.636 12.691
C 6.128 8.297 14.419
C 5.641 8.608 15.645
C 5.886 7.756 16.743
C 6.667 6.673 16.618
C 7.190 6.246 15.331
C 7.752 5.006 15.057
C 8.199 4.733 13.749
C 8.022 5.640 12.738
C 7.575 6.913 13.004
C 6.986 7.195 14.239
H 4.993 9.454 15.822
H 5.533 8.018 17.732
H 7.033 6.146 17.463
H 7.671 4.211 15.769
H 8.634 3.767 13.501
H 8.362 5.426 11.731
O 4.603 8.988 5.539
C 5.238 8.855 6.575
S 5.084 7.440 7.722
C 6.057 8.219 9.006
C 6.721 9.428 8.793
S 7.878 10.025 9.846
S 6.292 10.127 7.258
S 6.257 7.345 10.442
O 8.899 9.565 13.079
C 10.067 10.383 12.920
C 11.400 9.670 12.994
C 11.194 8.144 12.775
C 10.950 7.825 11.341
C 12.061 7.769 10.479
C 11.887 7.381 9.154
C 10.603 6.982 8.751
C 9.573 7.056 9.613
N 9.683 7.604 10.875
H 8.489 9.874 13.904
H 10.013 11.296 13.557
H 9.933 10.808 11.896
H 11.925 9.978 13.932
H 12.008 9.958 12.121
H 10.368 7.810 13.368
H 12.110 7.624 13.060
H 13.064 8.042 10.851
H 12.703 7.382 8.392
H 10.461 6.625 7.745
H 8.504 6.928 9.323

Results
Spin multiplicity: 5
HOMO level (alpha / beta): -10.08 / -11.30 eV
Energy relative to the best compared isomer or geometry (same formula, charge and spin): 0.0 kJ/mol
Orbital gap (alpha / beta): 7.02 / 6.19 eV
Net charge: +1

Mulliken atomic charge list, values in e, 8 entries: number 1, Ru, carries 0.04; number 2, I, carries 0.09; number 3, C, carries -0.51; number 4, C, carries -0.31; number 5, C, carries -0.68; number 6, C, carries -0.82; number 7, C, carries 0.47; number 8, C, carries -0.76


# 3
DFT (wB97M-V/def2-TZVPD) results for a cluster of 2 separate species, C2H4N2S3 in total at a distorted geometry.

Element x y z (Å)
S -2.886 -1.118 0.726
C -1.544 -0.867 -0.164
S -0.385 -2.034 -0.767
C 0.369 -0.786 -1.666
N -0.143 0.361 -1.568
N -1.244 0.358 -0.747
S -2.041 1.804 -0.479
H 1.276 -1.080 -2.287
H -1.084 2.409 0.296
H -0.794 0.037 1.711
H -0.087 -0.036 1.668

Results
SMILES: S=c1scnn1S.[H][H]
Spin multiplicity: 1
HOMO level: -8.64 eV
Energy relative to the best compared isomer or geometry (same formula, charge and spin): 213.2 kJ/mol
Orbital gap: 8.86 eV

Mulliken atomic charge list, values in e, 8 entries: number 1, S, carries -0.24; number 2, C, carries -0.01; number 3, S, carries -0.03; number 4, C, carries -0.02; number 5, N, carries -0.65; number 6, N, carries 0.49; number 7, S, carries -0.08; number 8, H, carries 0.34


# 4
DFT (wB97M-V/def2-TZVPD) results for a cluster of 2 separate species, C19H24FNO5S in total at a distorted geometry.

Element x y z (Å)
C -2.723 -1.257 4.393
C -2.747 -0.999 5.868
O -1.418 -1.377 6.348
C -1.171 -1.006 7.601
O -1.961 -0.430 8.355
C 0.224 -1.597 8.009
F -0.047 -2.663 8.794
O 1.152 -0.749 8.575
C 0.686 0.411 9.332
S 1.227 -2.344 6.575
O 0.642 -3.557 5.991
O 1.431 -1.116 5.813
C 2.788 -2.776 7.399
C 4.022 -2.308 6.940
C 5.162 -2.608 7.701
C 5.070 -3.325 8.897
C 3.820 -3.794 9.316
C 2.683 -3.515 8.568
H -3.747 -1.188 4.018
H -2.108 -0.507 3.867
H -2.353 -2.261 4.156
H -2.904 0.051 6.109
H -3.458 -1.647 6.383
H 1.253 0.465 10.276
H 0.913 1.260 8.658
H -0.388 0.301 9.511
H 4.040 -1.710 6.021
H 6.116 -2.223 7.351
H 5.975 -3.514 9.481
H 3.731 -4.325 10.258
H 1.730 -3.847 8.972
C 0.649 -5.199 15.792
C 0.643 -4.520 14.465
C 1.325 -3.322 14.216
C 1.301 -2.781 12.908
C 1.998 -1.478 12.576
N 0.665 -3.389 11.917
C -0.055 -4.486 12.135
C -0.826 -5.018 10.943
C -0.067 -5.094 13.406
H 1.250 -4.587 16.469
H -0.379 -5.299 16.164
H 1.085 -6.201 15.693
H 1.897 -2.829 15.004
H 2.564 -1.088 13.437
H 2.698 -1.601 11.730
H 1.280 -0.695 12.270
H -1.397 -5.927 11.177
H -1.552 -4.272 10.570
H -0.145 -5.270 10.110
H -0.616 -6.026 13.523

Results
SMILES: CCOC(=O)[C@](F)(OC)S(=O)(=O)c1ccccc1.Cc1cc(C)nc(C)c1
Spin multiplicity: 1
HOMO level: -9.08 eV
Energy relative to the best compared isomer or geometry (same formula, charge and spin): 122.3 kJ/mol
Orbital gap: 9.84 eV

Mulliken atomic charge list, values in e, 8 entries: number 1, C, carries -1.16; number 2, C, carries -0.22; number 3, O, carries -0.22; number 4, C, carries 0.24; number 5, O, carries -0.61; number 6, C, carries 0.88; number 7, F, carries -0.14; number 8, O, carries -0.34


# 5
DFT (wB97M-V/def2-TZVPD) results for an isolated molecule of C8H8 at a distorted geometry.

Element x y z (Å)
C -1.592 -1.160 -1.066
C -0.795 -1.502 0.142
C -1.031 0.263 -1.375
C -2.184 -0.817 0.217
C 0.024 -0.274 0.443
C 0.222 0.424 -0.783
C 0.535 0.044 1.768
C 1.237 1.498 -1.100
H -1.932 -1.810 -1.861
H -0.735 -2.352 0.824
H 0.950 -0.899 2.283
H -0.416 0.511 2.301
H 1.396 0.705 1.817
H 0.757 2.449 -1.030
H 1.547 1.391 -2.171
H 2.017 1.531 -0.410

Results
Spin multiplicity: 1
HOMO level: -8.06 eV
Energy relative to the best compared isomer or geometry (same formula, charge and spin): 739.1 kJ/mol
Orbital gap: 7.91 eV

Mulliken atomic charge list, values in e, 8 entries: number 1, C, carries 0.43; number 2, C, carries -0.43; number 3, C, carries -0.70; number 4, C, carries -0.72; number 5, C, carries 0.28; number 6, C, carries 0.90; number 7, C, carries -1.13; number 8, C, carries -1.46